No. 1
Formula: CH6N4O
Source: the OMol25 dataset
Level of theory: ωB97M-V with the def2-TZVPD basis set

Element x y z (Å)
C: -0.34826 0.41908 -1.31283
N: -0.13694 -0.76698 -0.95360
N: -0.08019 1.59245 -0.70421
N: 0.46991 -0.95839 0.72401
N: -0.00567 -0.22683 1.58950
O: -0.91131 1.35957 -1.89257
H: -0.64265 -1.49792 -1.50516
H: 0.58839 2.32685 -0.84169
H: 0.17434 -2.02637 0.64497
H: 1.47752 -0.71829 0.41638
H: 0.38360 0.83358 1.82474
H: -0.96873 -0.33674 2.01048

For the energy above the lowest of the compared OMol25 structures with the same formula, charge and spin, the calculation gives 104.58 kcal per mole. Its charge is +2. The value obtained for the total energy is -334.8564 a.u. As for the expectation value of S²: 2.0123. The LUMO energy (spin up / spin down) comes out at -0.3396 / -0.5484 Ha. As for the spin multiplicity: 3. For the orbital gap (spin up / spin down), the calculation gives 8.701 / 5.980 eV.

These are the Löwdin partial charges, in e, on atoms 1 to 6: atom 1 (C): -0.4327, atom 2 (N): 0.2336, atom 3 (N): 0.3480, atom 4 (N): -0.0343, atom 5 (N): 0.1402, atom 6 (O): 0.3750

=====

No. 2
Formula: C5H12NO2
Source: the OMol25 dataset
Level of theory: ωB97M-V with the def2-TZVPD basis set

Element x y z (Å)
O: 2.20960 -0.05414 0.13363
C: 1.99173 0.61674 1.11232
C: 0.96879 1.67704 1.30637
C: -0.42878 1.48400 0.48368
C: -0.31681 0.81182 -0.82033
C: -0.49374 -0.48145 -1.03826
N: -0.33996 -1.17685 -2.38301
H: 2.79362 0.64211 1.87848
H: 0.74084 1.72819 2.38866
H: 1.35653 2.60698 0.87681
H: -1.07607 0.94610 1.17364
H: -0.86429 2.47169 0.34355
H: -0.13807 1.50044 -1.64007
H: -0.60802 -1.23826 -0.28418
H: -1.01250 -1.94070 -2.43391
H: 0.65673 -1.26076 -2.60978
H: -0.65048 -0.46374 -3.05107
H: -1.42724 -3.12108 0.91564
H: -1.78394 -2.46900 2.28453
O: -1.57792 -2.27912 1.36330

For the energy above the lowest of the compared OMol25 structures with the same formula, charge and spin, the calculation gives 49.09 kcal per mole. Its charge is +1. The value obtained for the total energy is -402.6436 a.u. The LUMO energy comes out at -0.1270 Ha. For the orbital gap, the calculation gives 9.387 eV.

These are the Löwdin partial charges, in e, on atoms 1 to 6: atom 1 (O): 0.0442, atom 2 (C): -0.2604, atom 3 (C): -0.0954, atom 4 (C): -0.1375, atom 5 (C): -0.0896, atom 6 (C): -0.0741

=====

No. 3
Formula: C41H39AuClN9OS
Source: the OMol25 dataset
Level of theory: ωB97M-V with the def2-TZVPD basis set

Element x y z (Å)
Au: -2.65725 0.38927 -0.05026
C: -4.61301 1.81510 3.52985
C: -4.07838 1.05913 4.56952
C: -3.21281 0.03691 4.27091
C: -2.85646 -0.23815 2.94552
N: -3.35381 0.53268 1.94974
C: -4.22484 1.52914 2.24940
N: -2.03262 -1.31133 2.76487
C: -1.69493 -1.81929 1.65225
N: -2.04941 -1.44788 0.34909
C: -1.28023 -2.17875 -0.55683
N: -1.14945 -2.03383 -1.81369
C: -1.77794 -1.09592 -2.58088
C: -1.66014 -1.27542 -3.96546
C: -2.26482 -0.41323 -4.84279
C: -3.01601 0.64466 -4.33719
C: -3.10329 0.79467 -2.98168
N: -2.49213 -0.04648 -2.10591
C: -0.57617 -3.21988 0.20373
C: 0.19640 -4.27866 -0.22717
C: 0.73641 -5.10325 0.75567
C: 0.50216 -4.86705 2.10929
C: -0.28836 -3.80157 2.53110
C: -0.81802 -2.99148 1.54884
H: -5.31760 2.61410 3.70943
H: -4.34762 1.26588 5.59699
H: -2.78672 -0.59972 5.03239
H: -4.62386 2.09310 1.42863
H: -1.08694 -2.12991 -4.29570
H: -2.16546 -0.55881 -5.91055
H: -3.52670 1.34205 -4.98563
H: -3.68736 1.59134 -2.56806
H: 0.37537 -4.45385 -1.27948
H: 1.35029 -5.94465 0.46157
H: 0.93721 -5.52924 2.84665
H: -0.48471 -3.61580 3.57892
S: -3.17744 4.84117 -0.77681
C: -2.45936 3.35418 -0.41066
N: -3.26664 2.32437 -0.43318
C: -4.58181 2.68833 -0.76833
C: -5.68134 1.83615 -0.89279
C: -6.89374 2.39283 -1.23523
C: -7.02302 3.77335 -1.45510
C: -5.94176 4.62016 -1.33831
C: -4.71278 4.05767 -0.99207
H: -1.40831 3.27400 -0.16645
H: -5.57573 0.77015 -0.72397
H: -7.76073 1.75457 -1.33656
H: -7.98821 4.18070 -1.72392
H: -6.04007 5.68416 -1.50976
C: 3.77895 0.46468 2.62997
C: 4.79731 1.03207 1.62924
C: 5.97028 0.04296 1.51658
C: 5.32416 2.34494 2.23058
C: 4.19953 1.29614 0.20961
O: 5.10015 2.09635 -0.56915
C: 3.92617 0.04886 -0.66214
C: 3.07553 -1.14611 -0.20635
C: 2.93473 -2.11939 -1.35458
C: 3.64835 -3.31164 -1.37778
C: 3.55246 -4.18904 -2.45048
C: 2.73724 -3.86697 -3.52238
Cl: 2.60649 -4.94950 -4.86579
C: 2.02237 -2.68079 -3.52559
C: 2.12496 -1.82048 -2.44347
C: 3.00960 2.28230 0.17193
N: 1.68116 1.85794 0.62770
C: 0.74687 1.18965 -0.04526
N: -0.35377 1.08603 0.69286
C: -0.01803 1.75836 1.83543
N: 1.19891 2.23668 1.82939
H: 4.31705 0.13464 3.52108
H: 3.22202 -0.39123 2.25320
H: 3.06764 1.22636 2.94855
H: 6.47144 -0.02566 2.48261
H: 6.73183 0.35296 0.79559
H: 5.64000 -0.96159 1.24887
H: 5.86044 2.12466 3.15558
H: 4.50963 3.02587 2.49021
H: 6.00734 2.86560 1.56144
H: 5.98600 1.71872 -0.52553
H: 4.90234 -0.35226 -0.93958
H: 3.50683 0.43996 -1.59579
H: 2.08199 -0.83701 0.13103
H: 3.54880 -1.65809 0.62903
H: 4.29194 -3.56634 -0.54167
H: 4.10846 -5.11761 -2.45908
H: 1.39638 -2.43832 -4.37523
H: 1.55225 -0.89640 -2.45370
H: 2.91407 2.56571 -0.87479
H: 3.26039 3.17526 0.73660
H: 0.88311 0.78621 -1.03847
H: -0.68316 1.86986 2.67980

For the energy above the lowest of the compared OMol25 structures with the same formula, charge and spin, the calculation gives 0.00 kcal per mole. Its charge is +2. The value obtained for the total energy is -3147.4286 a.u. The LUMO energy comes out at -0.2585 Ha. For the orbital gap, the calculation gives 5.719 eV.

These are the Löwdin partial charges, in e, on atoms 1 to 6: atom 1 (Au): 1.3458, atom 2 (C): -0.0212, atom 3 (C): -0.0074, atom 4 (C): 0.0276, atom 5 (C): -0.3073, atom 6 (N): 0.0112